[1]
The following is a quantum chemistry calculation of 10 unconnected molecules or ions with the total composition C7H30O10 at a distorted geometry, from the OMol25 dataset.

Geometry as XYZ:
```
47
Properties=species:S:1:pos:R:3:lowdin_charge:R:1
O 2.33 1.56 1.45 0.05
C 1.44 2.36 1.53 -0.26
C 1.27 3.52 0.57 -0.16
C -0.05 3.58 -0.18 -0.18
C -0.59 2.36 -0.85 -0.31
C -1.20 1.38 -0.18 -0.13
C -1.65 0.07 -0.63 -0.11
C -0.33 2.31 -2.29 -0.06
H 0.59 2.27 2.19 0.11
H 1.40 4.44 1.17 0.12
H 2.15 3.59 -0.08 0.11
H -0.06 4.51 -0.74 0.11
H -0.81 3.84 0.64 0.14
H -1.38 1.51 0.91 0.12
H -0.91 -0.76 -0.40 0.08
H -2.59 -0.27 -0.20 0.06
H -1.60 0.07 -1.71 0.06
H -0.56 1.42 -2.90 0.07
H -0.71 3.15 -2.90 0.09
H 0.74 2.25 -2.56 0.09
H -4.18 0.47 -0.54 0.00
H -4.54 1.95 -0.27 0.04
O -4.59 1.24 -0.93 -0.06
H 1.16 -1.32 -1.47 0.04
H 0.64 -2.02 -2.67 -0.01
O 1.42 -1.52 -2.39 -0.05
H -2.05 -2.42 -3.28 0.08
H -0.69 -3.18 -3.45 0.07
O -1.18 -2.57 -2.89 -0.05
H -1.33 0.13 3.84 0.01
H -0.28 0.35 5.02 0.03
O -0.88 0.77 4.40 -0.06
H -0.34 -1.85 2.58 0.02
H -1.38 -2.76 2.16 0.05
O -1.15 -1.81 2.07 -0.08
H -1.15 -3.35 0.07 0.02
H -1.98 -3.34 -1.09 -0.01
O -2.00 -3.79 -0.22 -0.09
H 1.25 -4.14 1.33 0.06
H 1.45 -2.80 1.96 0.01
O 0.80 -3.29 1.43 -0.06
H 4.79 -0.65 -1.53 0.02
H 3.68 -1.28 -2.23 0.02
O 4.48 -1.54 -1.72 -0.08
H 3.13 -0.84 2.48 0.03
H 4.16 -1.84 2.08 0.05
O 3.26 -1.79 2.40 -0.04
```

Calculated values
Structure (SMILES) ... C/C=C(\C)CCC=O.O.O.O.O.O.O.O.O.O
Total energy ... -1037.0370 a.u.
Energy relative to the best compared isomer or geometry (same formula, charge and spin) ... 61.9 kcal per mole
2S+1 ... 1



[2]
The following is a quantum chemistry calculation of 8 unconnected molecules or ions with the total composition C7H31N14O8 at a distorted geometry, from the OMol25 dataset.

Geometry as XYZ:
```
60
Properties=species:S:1:pos:R:3:lowdin_charge:R:1
O 0.55 -0.30 -0.44 0.23
H 0.35 0.33 0.25 0.09
H -0.05 -1.05 -0.47 0.05
H 0.54 0.11 -1.31 0.09
C -1.70 -3.12 0.29 -0.69
O -0.64 -2.48 0.09 -0.02
N -2.89 -2.62 0.07 0.20
N -1.78 -4.25 0.97 0.19
H -2.73 -1.73 -0.39 0.12
H -3.78 -3.06 0.26 0.14
H -2.71 -4.62 1.14 0.12
H -0.97 -4.62 1.44 0.13
C -2.57 0.07 3.91 -0.81
O -3.33 1.00 3.92 0.05
N -1.77 -0.13 2.99 0.20
N -2.45 -0.69 5.02 0.18
H -1.51 0.70 2.48 0.07
H -1.13 -0.91 2.98 0.13
H -1.73 -1.39 5.01 0.10
H -3.15 -0.68 5.76 0.12
C 4.16 -0.55 -1.92 -0.52
O 5.27 -0.04 -1.63 0.36
N 3.29 -0.08 -2.79 0.29
N 3.66 -1.61 -1.29 0.25
H 3.53 0.85 -3.13 0.13
H 2.60 -0.71 -3.16 0.12
H 4.32 -2.09 -0.70 0.15
H 2.93 -2.17 -1.72 0.13
C -2.35 1.84 0.31 -0.59
O -1.28 1.17 0.35 -0.03
N -3.23 1.86 -0.71 0.17
N -2.89 2.45 1.39 0.17
H -3.19 1.29 -1.53 0.12
H -3.80 2.70 -0.76 0.12
H -3.84 2.74 1.18 0.11
H -2.74 2.02 2.30 0.05
C 1.71 2.68 -1.95 -0.81
O 0.85 1.92 -2.11 0.10
N 2.12 3.15 -0.85 0.20
N 2.41 3.35 -2.92 0.15
H 1.94 2.57 -0.04 0.08
H 2.96 3.70 -0.85 0.13
H 3.17 3.96 -2.66 0.10
H 1.99 3.38 -3.84 0.11
C 0.95 2.60 2.76 -0.78
O 1.12 2.13 1.66 0.02
N -0.13 3.08 3.21 0.20
N 1.82 2.61 3.72 0.18
H -0.11 3.31 4.20 0.13
H -0.92 3.33 2.64 0.11
H 1.63 3.04 4.61 0.13
H 2.75 2.39 3.38 0.13
C 0.45 -2.93 -3.58 -0.79
O 0.68 -1.91 -3.01 0.05
N 0.05 -4.03 -3.02 0.19
N 0.58 -3.20 -4.85 0.17
H -0.10 -4.09 -2.03 0.12
H -0.09 -4.77 -3.70 0.13
H 0.30 -4.01 -5.38 0.13
H 0.91 -2.54 -5.54 0.13
```

Calculated values
<S²> ... 0.756
Total energy ... -1653.3895 a.u.
Charge ... +2
Energy relative to the best compared isomer or geometry (same formula, charge and spin) ... 0.0 kcal per mole
2S+1 ... 2



[3]
The following is a quantum chemistry calculation of 12 unconnected molecules or ions with the total composition C7H33NO11 at a distorted geometry, from the OMol25 dataset.

Geometry as XYZ:
```
52
Properties=species:S:1:pos:R:3:lowdin_charge:R:1
C -0.31 0.37 -1.96 -0.01
C 1.01 0.29 -1.59 -0.07
N 2.02 -0.02 -2.47 0.20
C -1.38 0.62 -0.95 -0.18
C -1.88 -0.64 -0.36 -0.11
C -3.16 -0.80 0.04 -0.09
C -3.66 -2.03 0.65 -0.15
C -2.90 -2.96 1.23 0.05
H -0.61 0.17 -2.97 0.15
H 1.35 0.44 -0.53 0.15
H 3.01 0.22 -2.14 0.14
H 1.86 0.05 -3.47 0.15
H -2.22 1.20 -1.44 0.15
H -0.99 1.28 -0.14 0.11
H -1.11 -1.46 -0.22 0.10
H -3.89 -0.02 -0.12 0.12
H -4.74 -2.14 0.54 0.11
H -1.84 -2.86 1.29 0.05
H -3.32 -3.82 1.67 0.06
H -0.86 3.74 -0.48 -0.01
H -0.01 3.63 0.86 0.04
O -0.95 3.72 0.48 -0.10
H 3.03 1.02 2.31 0.05
H 1.92 0.12 1.72 0.05
O 2.61 0.89 1.51 -0.08
H 0.09 -0.66 2.41 0.02
H 0.85 -1.63 1.35 0.02
O 0.95 -0.99 2.09 -0.05
H -0.15 -2.92 -1.35 -0.06
H -0.90 -2.16 -2.28 -0.03
O -0.54 -3.01 -2.19 -0.01
H 3.55 0.28 0.27 0.03
H 5.00 -0.05 -0.16 0.07
O 4.11 -0.13 -0.46 -0.06
H 2.68 -2.20 -1.95 0.05
H 3.51 -1.67 -0.83 0.02
O 3.01 -2.49 -1.08 -0.05
H 0.13 2.57 -2.15 0.10
H -1.30 3.19 -2.56 0.04
O -0.49 3.41 -2.14 -0.04
H -2.14 -0.86 2.42 0.00
H -1.77 0.65 2.56 0.02
O -1.52 -0.27 2.81 -0.04
H 1.61 -2.68 -0.27 0.02
H 0.79 -3.75 0.60 0.15
O 0.72 -2.84 0.17 -0.11
H 2.24 3.78 0.58 0.03
H 1.90 2.38 1.20 0.03
O 1.63 3.35 1.12 -0.04
H -3.32 2.38 1.90 0.07
H -1.89 2.69 1.48 -0.02
O -2.41 2.11 2.04 -0.03
```

Calculated values
<S²> ... 0.762
Total energy ... -1168.5999 a.u.
Charge ... +1
2S+1 ... 2



[4]
The following is a quantum chemistry calculation of 10 unconnected molecules or ions with the total composition C7H33NO9 at a distorted geometry, from the OMol25 dataset.

Geometry as XYZ:
```
50
Properties=species:S:1:pos:R:3:lowdin_charge:R:1
C -3.46 1.14 -1.56 -0.03
C -2.04 1.14 -0.89 -0.39
C -1.73 -0.09 -0.08 -0.17
C -1.73 0.18 1.45 -0.16
C -0.36 0.62 2.10 -0.14
C 0.34 -0.50 2.61 -0.07
C 1.65 -0.46 2.99 0.15
N -0.90 1.11 -1.84 0.12
H -3.73 0.03 -1.84 0.12
H -4.27 1.58 -0.82 0.12
H -3.28 1.85 -2.32 0.05
H -2.01 2.07 -0.12 0.18
H -2.63 -0.82 -0.08 0.16
H -0.95 -0.86 -0.44 0.11
H -2.54 0.86 1.76 0.13
H -2.03 -0.77 1.94 0.11
H 0.15 1.32 1.36 0.14
H -0.86 1.20 2.94 0.19
H -0.12 -1.48 2.65 0.13
H 2.01 -1.23 3.48 0.04
H 2.28 0.27 3.18 0.06
H -1.13 0.95 -2.84 0.14
H -0.49 1.97 -1.71 0.05
H 3.49 3.35 1.51 0.04
H 2.59 2.13 1.05 -0.01
O 2.63 2.96 1.50 -0.03
H 2.33 -0.20 -3.17 0.08
H 1.44 0.84 -2.42 -0.05
O 2.05 0.73 -3.10 -0.02
H -2.21 -4.16 0.94 0.07
H -3.13 -3.10 0.41 0.00
O -2.43 -3.22 0.98 -0.01
H 3.45 0.30 -0.62 0.12
H 3.84 1.02 -1.74 -0.07
O 3.97 1.23 -0.88 -0.07
H -0.91 -2.87 -1.90 0.03
H -0.45 -1.78 -2.59 -0.02
O -1.06 -2.47 -2.81 -0.06
H 3.51 -2.28 1.11 -0.02
H 2.22 -2.01 1.78 -0.01
O 2.64 -2.31 0.98 0.04
H 0.97 3.76 -0.02 0.04
H -0.20 4.52 -0.76 0.08
O -0.01 3.73 -0.18 -0.08
H 0.66 -0.07 -1.20 -0.07
H 0.99 -0.10 0.19 -0.01
O 1.25 -0.44 -0.64 0.00
H -0.47 -2.84 0.36 0.02
H 0.76 -3.24 -0.52 0.02
O -0.07 -3.56 -0.18 -0.06
```

Calculated values
<S²> ... 0.761
Total energy ... -1017.8898 a.u.
Charge ... +1
Energy relative to the best compared isomer or geometry (same formula, charge and spin) ... 101.6 kcal per mole
2S+1 ... 2



The lowest 2S+1 belongs to which entry?
C7H30O10



Which value of total energy does entry 2 give?
-1653.3895 a.u.